A molecular structure, C16H50CuF4N6O15S4, computed with ωB97M-V with the def2-TZVPD basis set.

Output
Highest occupied orbital energy (spin up / spin down)   -10.8 / -10.8 eV
Total charge   +1
2S+1   3
<S²>   2.02

Atoms and positions in Å:
Cu: 1.768 0.645 1.561
N: -0.283 0.566 1.250
S: -1.269 1.543 0.718
O: -1.818 2.551 1.636
O: -2.015 1.053 -0.439
F: -0.207 2.499 -0.055
S: -1.494 -0.509 1.707
O: -1.871 -1.450 0.703
O: -2.515 -0.070 2.598
F: -0.552 -1.447 2.583
N: 2.222 -2.536 5.231
S: 3.239 -3.014 4.311
O: 2.897 -3.165 2.916
O: 4.332 -3.831 4.857
F: 4.022 -1.577 4.189
S: 1.201 -3.976 5.023
O: 1.783 -5.295 5.243
O: 0.043 -3.763 4.144
F: 0.511 -3.676 6.421
O: -0.297 2.753 3.849
H: -0.548 3.079 2.984
H: -1.056 2.250 4.144
O: -0.391 -0.708 5.359
H: -0.855 -1.127 4.635
H: -1.057 -0.593 6.037
O: -4.795 1.217 3.657
H: -4.855 2.089 3.267
H: -4.015 0.830 3.259
C: 2.301 -5.585 0.119
C: 2.143 -5.132 -1.342
C: 2.314 -3.596 -1.536
O: 1.178 -2.822 -1.043
C: 0.191 -2.804 -1.999
N: 2.908 -5.981 -2.212
H: 1.361 -5.263 0.567
H: 3.086 -4.970 0.560
H: 2.560 -6.644 0.141
H: 1.122 -5.390 -1.621
H: 2.449 -3.490 -2.613
H: 3.222 -3.168 -1.110
H: 0.760 -2.473 -2.867
H: -0.730 -2.250 -1.815
H: -0.206 -3.811 -2.135
H: 2.620 -5.734 -3.148
H: 3.863 -5.654 -2.175
C: 6.165 1.650 0.642
C: 4.599 1.537 0.652
C: 3.881 1.130 -0.695
O: 2.447 1.191 -0.450
C: 1.716 0.713 -1.527
N: 4.148 0.629 1.724
H: 6.487 2.346 -0.133
H: 6.606 0.673 0.446
H: 6.263 2.113 1.624
H: 4.242 2.487 1.050
H: 4.335 0.158 -0.886
H: 4.179 1.820 -1.485
H: 1.985 -0.316 -1.762
H: 1.967 1.370 -2.360
H: 0.628 0.732 -1.466
H: 4.655 -0.238 1.617
H: 4.596 0.936 2.575
C: 0.954 6.870 -6.887
C: 0.916 6.026 -5.708
C: -0.423 6.060 -4.859
O: -0.353 5.135 -3.777
C: 0.708 5.315 -2.823
N: 1.274 4.588 -6.156
H: 1.939 6.896 -7.352
H: 0.795 7.888 -6.531
H: 0.203 6.625 -7.638
H: 1.687 6.335 -5.003
H: -1.295 5.685 -5.395
H: -0.689 7.031 -4.440
H: 0.788 6.353 -2.499
H: 1.678 5.072 -3.255
H: 0.599 4.657 -1.961
H: 0.941 4.125 -5.322
H: 0.715 4.206 -6.905
C: -5.558 0.264 0.242
C: -5.272 -1.115 0.791
C: -6.562 -1.726 1.223
O: -6.352 -2.904 1.979
C: -7.483 -3.349 2.702
N: -4.483 -1.819 -0.183
H: -4.613 0.792 0.116
H: -6.293 0.853 0.791
H: -5.896 0.112 -0.783
H: -4.588 -0.883 1.607
H: -7.120 -1.958 0.316
H: -7.161 -0.999 1.772
H: -7.194 -4.207 3.308
H: -8.344 -3.651 2.106
H: -7.814 -2.601 3.422
H: -3.556 -1.419 -0.176
H: -4.316 -2.757 0.153


10 unconnected molecules or ions with the total composition C16H50F6O9P, computed with ωB97M-V with the def2-TZVPD basis set.

Output
Highest occupied orbital energy   -8.4 eV
Total charge   -1
Energy above the lowest of the compared OMol25 structures with the same formula, charge and spin   50.9 kcal per mole

Atoms and positions in Å:
P: -27.755 -4.698 12.812
F: -27.954 -3.188 13.253
F: -28.966 -5.143 13.753
F: -28.732 -4.556 11.549
F: -27.529 -6.240 12.505
F: -26.449 -4.214 12.006
F: -26.764 -4.928 14.112
C: -31.051 2.229 15.166
O: -29.619 2.536 15.364
H: -31.309 1.222 14.839
H: -31.539 2.348 16.133
H: -31.519 2.867 14.416
H: -29.331 1.632 15.512
C: -29.682 3.043 6.793
C: -28.604 2.602 7.819
C: -28.265 1.094 7.849
O: -27.365 3.302 7.568
H: -30.588 2.437 6.787
H: -29.280 2.844 5.800
H: -29.852 4.111 6.931
H: -29.002 2.846 8.804
H: -27.373 0.818 8.413
H: -27.972 0.947 6.810
H: -29.028 0.404 8.208
H: -26.677 3.274 8.236
C: -33.476 -9.943 11.241
C: -34.277 -11.201 11.067
C: -33.713 -12.290 11.943
O: -35.560 -10.841 11.448
H: -33.856 -9.098 10.668
H: -32.487 -10.138 10.827
H: -33.211 -9.651 12.257
H: -34.288 -11.486 10.014
H: -32.695 -12.534 11.638
H: -34.276 -13.218 11.844
H: -33.778 -12.004 12.993
H: -35.511 -9.882 11.439
C: -18.761 -6.576 15.785
C: -20.073 -6.162 15.087
C: -20.945 -7.377 14.656
O: -20.871 -5.342 15.881
H: -19.029 -7.268 16.584
H: -18.064 -5.777 16.036
H: -18.098 -7.170 15.156
H: -19.795 -5.485 14.279
H: -21.069 -8.210 15.348
H: -20.362 -7.856 13.869
H: -21.767 -6.959 14.074
H: -21.623 -5.030 15.371
C: -30.278 -6.088 21.766
C: -30.902 -6.090 20.361
C: -32.460 -6.218 20.383
O: -30.665 -4.736 19.854
H: -30.070 -7.105 22.100
H: -30.764 -5.591 22.606
H: -29.298 -5.616 21.694
H: -30.474 -6.845 19.701
H: -32.815 -7.211 20.658
H: -32.874 -5.950 19.410
H: -32.930 -5.488 21.041
H: -30.512 -4.791 18.908
C: -24.982 -7.012 5.456
C: -26.468 -7.194 5.450
C: -26.949 -7.163 3.992
O: -26.855 -8.426 6.079
H: -24.632 -6.447 6.320
H: -24.685 -6.384 4.616
H: -24.351 -7.894 5.346
H: -27.022 -6.498 6.080
H: -26.355 -7.655 3.223
H: -27.079 -6.151 3.608
H: -27.948 -7.596 3.936
H: -26.580 -8.376 6.997
O: -27.151 -9.462 16.066
H: -27.378 -8.535 16.150
H: -26.900 -9.565 15.148
O: -33.512 -3.181 13.931
H: -33.019 -3.332 13.124
H: -32.998 -3.617 14.611
O: -21.488 -0.457 11.423
H: -20.598 -0.739 11.210
H: -22.048 -0.977 10.847


A molecular structure, C16H50N11O8Sn, computed with ωB97M-V with the def2-TZVPD basis set.

Output
Highest occupied orbital energy   -11.5 eV
Total charge   +1

Atoms and positions in Å:
Sn: -31.586 12.925 14.713
O: -33.830 11.807 13.729
H: -33.296 11.381 13.045
C: -31.744 9.185 11.911
C: -30.451 9.399 12.699
C: -29.264 8.469 12.452
O: -28.552 8.914 11.314
C: -27.482 8.049 11.041
N: -30.096 10.805 12.807
H: -31.625 9.119 10.829
H: -32.388 10.046 12.089
H: -32.256 8.311 12.301
H: -30.769 9.067 13.700
H: -29.561 7.419 12.398
H: -28.634 8.619 13.341
H: -26.806 7.963 11.903
H: -26.809 8.462 10.285
H: -27.733 7.048 10.678
H: -29.118 10.947 13.044
H: -30.170 11.267 11.907
C: -28.405 16.623 12.302
C: -29.520 15.618 12.605
C: -29.772 14.769 11.369
O: -30.737 13.820 11.799
C: -31.301 13.112 10.688
N: -29.203 14.719 13.724
H: -27.451 16.111 12.161
H: -28.285 17.341 13.115
H: -28.640 17.188 11.399
H: -30.426 16.179 12.841
H: -28.881 14.235 11.011
H: -30.105 15.389 10.532
H: -32.113 13.705 10.259
H: -31.703 12.178 11.074
H: -30.542 12.927 9.924
H: -28.733 15.306 14.407
H: -28.540 14.004 13.441
C: -34.462 14.400 15.492
C: -33.320 15.069 16.232
C: -33.110 14.454 17.615
O: -32.520 13.192 17.380
C: -32.277 12.445 18.573
N: -32.087 15.151 15.419
H: -34.355 13.325 15.638
H: -34.523 14.640 14.440
H: -35.387 14.596 16.035
H: -33.591 16.091 16.534
H: -34.112 14.424 18.050
H: -32.387 15.051 18.179
H: -33.250 12.116 18.948
H: -31.719 13.022 19.311
H: -31.729 11.547 18.297
H: -31.424 15.845 15.754
H: -32.391 15.582 14.540
C: -35.765 10.091 10.719
O: -36.389 9.785 9.728
N: -35.674 11.345 11.258
N: -35.047 9.154 11.461
H: -35.045 11.548 12.025
H: -36.238 12.105 10.935
H: -34.703 9.450 12.359
H: -35.353 8.198 11.419
C: -36.619 11.348 15.923
O: -37.690 11.176 16.487
N: -36.432 11.427 14.577
N: -35.454 11.373 16.671
H: -37.248 11.546 14.003
H: -35.513 11.656 14.183
H: -35.585 11.196 17.648
H: -34.580 11.351 16.173
C: -32.705 9.281 15.796
O: -32.131 10.356 16.043
N: -32.479 8.194 16.579
N: -33.646 9.195 14.829
H: -33.055 7.373 16.545
H: -32.020 8.416 17.446
H: -34.219 8.369 14.886
H: -34.033 10.048 14.435
C: -34.132 15.376 12.078
O: -33.194 15.569 12.858
N: -34.892 14.240 12.129
N: -34.621 16.367 11.276
H: -35.708 14.183 11.552
H: -34.543 13.498 12.732
H: -34.132 17.235 11.397
H: -35.345 16.115 10.633